{"formula": "C24H37ClF6N3NiO5", "method": "wB97M-V/def2-TZVPD", "multiplicity": 3, "gap_ev": [4.461, 5.390], "largest_force_ev_per_a": 4.28, "charge": -1, "elements": ["O", "C", "C", "C", "H", "C", "H", "C", "H", "C", "H", "C", "H", "H", "C", "C", "H", "H", "H", "C", "C", "H", "H", "H", "H", "Ni", "Cl", "C", "O", "N", "C", "C", "H", "H", "H", "H", "H", "H", "H", "H", "H", "C", "C", "N", "H", "C", "O", "H", "H", "H", "H", "H", "H", "C", "C", "N", "H", "C", "O", "H", "H", "H", "H", "C", "C", "O", "C", "F", "F", "F", "C", "F", "F", "F", "H", "H", "H"], "positions_angstrom": [[-1.484882, -2.980024, -1.781839], [-0.819147, -2.559195, -2.752591], [0.644916, -2.600245, -2.962378], [1.581502, -2.236410, -1.970337], [1.268631, -1.663366, -1.082334], [2.917488, -2.600944, -2.170818], [3.637802, -2.525851, -1.346514], [3.317797, -3.125228, -3.413633], [4.348165, -3.476167, -3.519758], [2.422947, -3.198525, -4.499542], [2.746294, -3.558755, -5.485775], [1.090151, -2.862878, -4.275170], [0.365423, -2.832566, -5.093768], [-1.270252, -1.861501, -3.512068], [-1.971677, 1.030539, -2.456341], [-0.678965, 1.427452, -1.846622], [-1.815889, 0.945210, -3.529463], [-2.799412, 1.735649, -2.273289], [-2.173737, -0.006598, -2.121066], [0.575966, 1.252567, -2.399254], [0.917397, 2.339437, -3.359176], [1.132461, 0.291168, -2.344201], [1.235091, 2.028998, -4.364100], [1.642750, 3.046208, -2.943484], [-0.023284, 2.907826, -3.450411], [-0.134482, 1.552199, -0.148619], [-1.231590, 3.348718, -0.849440], [-0.413316, 3.084389, 2.246347], [-0.584325, 1.850183, 2.017340], [-0.686104, 3.668321, 3.412958], [-1.627725, 3.079646, 4.347830], [-0.112147, 4.962851, 3.758783], [-0.022386, 3.764746, 1.468493], [-1.862500, 2.064821, 4.023930], [-2.543718, 3.685119, 4.384879], [-1.174678, 3.084367, 5.344346], [0.791465, 5.124624, 3.157104], [0.143427, 4.960269, 4.826438], [-0.825494, 5.777043, 3.560178], [1.141182, -5.035978, 1.259184], [0.831727, -3.540726, 3.416352], [1.287421, -4.087545, 0.717156], [1.061064, -2.688344, 2.758376], [0.651465, -2.969391, 1.398821], [0.863252, -4.167543, -0.287100], [-0.523019, -2.441102, 0.973138], [-1.327940, -1.826775, 1.674837], [0.528972, -1.794365, 3.104479], [-0.693567, -2.619535, -0.099761], [2.365162, -3.892977, 0.644756], [2.144612, -2.520353, 2.748272], [-6.232249, 0.563892, 1.050954], [-5.877537, -2.094387, 0.821074], [-5.600077, 0.618290, 0.155110], [-5.254976, -1.834491, -0.047738], [-4.689325, -0.505659, 0.104433], [-5.014685, 1.540195, 0.172991], [-3.365683, -0.311694, 0.323742], [-2.844773, 0.788614, 0.523925], [-4.431212, -2.551078, -0.135220], [-2.778890, -1.246704, 0.300742], [-6.260033, 0.600714, -0.719351], [-5.882372, -1.875309, -0.947778], [2.618079, 0.980552, 2.346729], [2.665310, 0.952192, 0.831115], [1.471220, 0.549954, 0.310823], [3.125164, 2.390485, 0.335349], [4.340810, 2.740229, 0.844698], [3.187740, 2.496196, -1.012511], [2.236329, 3.348782, 0.767712], [3.751880, -0.082261, 0.353205], [4.981115, 0.070827, 0.920320], [3.337872, -1.349316, 0.684366], [3.924911, -0.073431, -0.995764], [2.325211, -0.015660, 2.690630], [1.830136, 1.679252, 2.644256], [3.581740, 1.280354, 2.771041]], "forces_ev_per_a": [[1.79, 0.55, -2.98], [-1.44, 1.39, 1.76], [0.62, 0.47, -0.09], [-0.18, -0.67, -0.01], [0.14, -0.61, -0.17], [-0.01, -0.14, -0.53], [-0.36, 0.22, -0.58], [-0.18, -0.13, 0.16], [-0.33, 0.19, -0.09], [0.22, 0.12, 0.45], [-0.07, 0.36, 0.49], [-0.11, -0.46, 0.43], [0.18, -0.33, 0.25], [-0.43, -0.90, 0.21], [-0.29, 0.29, -0.08], [0.04, -3.79, -1.98], [-0.14, 0.16, -0.47], [0.10, -0.61, 0.20], [-0.47, 0.50, 0.03], [-0.81, 0.04, 0.36], [-0.07, 0.66, -0.41], [-0.07, 1.09, 0.42], [0.17, -0.10, 0.12], [0.18, -0.02, -0.21], [0.42, 0.12, -0.37], [1.04, -0.08, 1.06], [-0.65, 2.24, 0.48], [0.06, -2.70, -1.21], [0.17, 2.96, 0.38], [-0.23, 0.38, 0.76], [0.27, 0.10, 0.06], [-0.34, -0.08, -0.44], [0.09, -0.31, 0.31], [0.06, 0.14, 0.07], [0.10, -0.12, -0.02], [-0.15, -0.21, 0.00], [-0.24, 0.02, 0.24], [0.04, 0.04, -0.27], [0.17, -0.07, 0.14], [-0.07, 0.22, -0.07], [0.04, 0.19, 0.02], [-0.02, 0.56, 0.05], [0.18, -0.13, -0.09], [-0.18, -0.08, 0.53], [0.12, -0.10, 0.15], [-0.64, 0.20, 0.11], [1.06, -0.63, -0.30], [0.20, -0.28, -0.09], [-0.03, -0.03, 0.49], [-0.16, -0.11, -0.09], [-0.15, 0.03, 0.19], [0.05, 0.07, -0.02], [0.08, -0.04, -0.13], [-0.03, -0.15, 0.00], [0.26, 0.38, 0.10], [-0.53, 0.01, -0.06], [-0.08, -0.17, -0.02], [1.11, 1.13, 0.06], [-0.98, -1.48, -0.11], [-0.23, 0.07, -0.01], [-0.18, 0.33, -0.01], [0.08, 0.08, 0.03], [0.13, -0.07, 0.10], [0.27, 0.10, 0.44], [-0.86, -0.17, -0.90], [1.59, -0.26, 0.51], [-0.68, -0.22, -0.22], [-0.41, 0.06, -0.34], [0.13, 0.10, 1.05], [0.80, -0.69, -0.32], [-0.42, -0.07, -0.15], [-0.44, -0.12, -0.30], [0.43, 0.70, -0.14], [0.07, -0.04, 0.96], [0.12, 0.18, -0.02], [0.22, -0.18, -0.05], [-0.14, -0.08, 0.20]], "mulliken_charge": [-0.615, -0.313, 0.529, 0.598, 0.644, -0.790, 0.302, -0.631, 0.378, -0.603, 0.343, -0.670, 0.409, 0.262, -0.717, 0.154, 0.347, 0.321, -0.235, 0.615, -1.400, 0.000, 0.336, 0.201, 0.388, 0.075, -0.568, -0.296, -0.521, 0.284, -0.906, -0.968, 0.440, 0.229, 0.314, 0.312, 0.300, 0.313, 0.319, 0.332, 0.356, -0.810, -1.029, 0.428, 0.243, 0.596, -0.712, 0.181, 0.055, 0.223, 0.300, 0.318, 0.305, -1.015, -0.897, 0.224, 0.235, 0.822, -0.536, 0.215, -0.293, 0.325, 0.314, -1.380, 1.295, 0.346, 0.050, -0.310, -0.235, -0.160, 0.278, -0.334, -0.201, -0.295, 0.148, 0.099, 0.340]}